Entry 1:
{
  "formula": "C5H6N",
  "method": "the ωB97M-V functional and the def2-TZVPD basis",
  "symbols": ["C", "C", "C", "C", "C", "N", "H", "H", "H", "H", "H", "H"],
  "coordinates": [[2.1463, 0.2166, 0.1158], [1.3600, -0.8561, -0.1271], [0.0091, -0.5586, -0.0452], [-1.2386, -0.9852, -0.1698], [-2.0613, 0.1030, 0.2616], [-0.7619, 0.6202, -0.2656], [3.2186, 0.3510, 0.2616], [1.7745, 1.2778, 0.2133], [1.6261, -1.8416, -0.0536], [-3.0293, 0.4092, -0.3603], [-2.2460, 0.1217, 1.3974], [-0.7975, 1.1419, -1.2282]],
  "atomic_forces_ev_per_a": [[0.368, 1.812, -0.097], [1.181, 3.507, 1.239], [-1.335, -0.496, -0.847], [0.168, -1.718, -0.909], [-3.313, 1.443, 0.934], [-0.594, 2.108, -1.055], [-0.036, -1.307, -0.190], [-0.453, -1.439, -0.261], [0.917, -2.272, -0.178], [2.299, -0.733, 1.304], [0.583, 0.531, -1.843], [0.216, -1.435, 1.903]],
  "lowdin_charge": [0.1401, -0.0432, -0.2048, 0.1599, -0.0526, 0.1147, 0.0928, 0.1054, 0.1058, 0.1824, 0.1702, 0.2293],
  "fmax_ev_per_a": 3.90,
  "smiles": "C=CC1=C2C[N@@H+]12",
  "total_charge": 1,
  "relative_energy_ev": 5.830,
  "homo_energy_ev": -14.50
}

***

Entry 2:
{
  "formula": "C5H6N",
  "method": "the ωB97M-V functional and the def2-TZVPD basis",
  "symbols": ["C", "N", "C", "C", "C", "C", "H", "H", "H", "H", "H", "H"],
  "coordinates": [[0.8676, 0.2826, 0.0253], [-0.5216, 0.2925, -0.0122], [-1.4274, 1.2534, 0.0809], [-2.6486, 0.5812, 0.0857], [-2.7020, -0.6992, -0.1288], [-1.2287, -1.0618, -0.0622], [1.1847, -0.2361, -0.8972], [1.1173, -0.3887, 0.8075], [1.3367, 1.2445, 0.0351], [-1.0943, 2.2509, 0.0951], [-1.0831, -1.7087, 0.7349], [-1.1289, -1.7686, -0.9149]],
  "atomic_forces_ev_per_a": [[1.632, -0.719, -1.621], [-2.848, -1.259, -0.049], [1.007, -1.776, -0.535], [-0.804, -4.591, -0.809], [0.069, 5.056, 1.277], [-1.832, 0.852, -2.140], [0.143, 0.332, 0.208], [0.872, -0.133, 1.079], [0.123, 0.510, 0.404], [-0.059, 1.222, 0.211], [0.679, -0.675, 2.157], [1.017, 1.180, -0.181]],
  "lowdin_charge": [0.0014, -0.1033, 0.0593, 0.1593, 0.1448, -0.0602, 0.1328, 0.1076, 0.1163, 0.1486, 0.1255, 0.1680],
  "fmax_ev_per_a": 5.22,
  "smiles": "C[N+]1=CC#CC1",
  "total_charge": 1,
  "relative_energy_ev": 6.024,
  "homo_energy_ev": [-15.53, -15.52]
}

***

Entry 3:
{
  "formula": "C5H6N",
  "method": "the ωB97M-V functional and the def2-TZVPD basis",
  "symbols": ["C", "C", "C", "C", "C", "N", "H", "H", "H", "H", "H", "H"],
  "coordinates": [[0.7940, -1.0572, -0.0706], [-0.0815, 0.1306, -0.0049], [-2.5024, -0.1650, 0.0050], [1.9202, -0.3031, 0.0477], [1.2398, 1.0263, -0.0403], [-1.3212, 0.1227, -0.0814], [-3.0484, -0.4201, 1.0377], [-3.2960, -0.0773, -0.6755], [2.9731, -0.3759, 0.2672], [0.6243, -2.2059, -0.1138], [1.4693, 1.7669, 0.7534], [1.2289, 1.5581, -1.1247]],
  "atomic_forces_ev_per_a": [[0.874, -1.727, 0.215], [2.568, -1.246, -0.557], [-3.329, -0.543, 4.342], [-0.823, 0.178, 0.043], [-1.576, 1.976, -1.884], [0.610, 0.781, -0.254], [1.846, 0.503, -1.701], [-0.198, 0.037, -2.082], [0.092, -0.784, -0.329], [0.086, 2.385, 0.104], [-0.572, -0.430, -0.459], [0.422, -1.132, 2.562]],
  "lowdin_charge": [0.0266, -0.1472, 0.1397, 0.0086, -0.0425, 0.1479, 0.1748, 0.0965, 0.1295, 0.1619, 0.1255, 0.1787],
  "fmax_ev_per_a": 5.50,
  "total_charge": 1,
  "relative_energy_ev": 3.611,
  "homo_energy_ev": -14.79
}

***

Entry 4:
{
  "formula": "C5H6N",
  "method": "the ωB97M-V functional and the def2-TZVPD basis",
  "symbols": ["C", "N", "C", "C", "C", "C", "H", "H", "H", "H", "H", "H"],
  "coordinates": [[-1.4281, -0.7595, -0.1903], [-1.0174, 0.6128, -0.1332], [0.2292, 1.0721, -0.2595], [1.3142, 0.2336, -0.2314], [2.6172, -0.3076, -0.7082], [2.2782, -0.2406, 0.6430], [-1.0459, -1.3854, -1.1541], [-1.2654, -1.3957, 0.7791], [-2.5210, -0.7280, -0.2404], [-1.8330, 1.1662, 0.0912], [0.3980, 2.1450, -0.2381], [2.2740, -0.4129, 1.6422]],
  "atomic_forces_ev_per_a": [[-0.113, -3.761, -0.500], [1.726, 0.499, -0.199], [-3.517, -0.520, 0.882], [3.690, -0.632, 0.379], [-1.016, 0.200, 0.653], [-1.995, 0.517, -4.114], [-0.650, 1.760, 2.379], [0.356, 1.377, -1.663], [0.223, -0.152, -0.323], [0.616, 1.073, -0.329], [-0.016, -0.019, -0.017], [0.696, -0.340, 2.852]],
  "lowdin_charge": [-0.0659, 0.0160, 0.0503, -0.1523, 0.2206, 0.0906, 0.1674, 0.1405, 0.0911, 0.1693, 0.1765, 0.0959],
  "fmax_ev_per_a": 4.60,
  "smiles": "C/[NH+]=C\\C1=C=C1",
  "total_charge": 1,
  "relative_energy_ev": 5.432,
  "homo_energy_ev": -14.20
}

***

Entry 5:
{
  "formula": "C5H6N",
  "method": "the ωB97M-V functional and the def2-TZVPD basis",
  "symbols": ["C", "N", "C", "C", "C", "C", "H", "H", "H", "H", "H", "H"],
  "coordinates": [[1.9823, 0.3398, -0.1527], [0.2846, 0.7296, -0.2405], [-0.5194, 1.0118, 0.6837], [-1.8213, 0.8717, 0.0043], [-1.7185, -0.7230, -0.0436], [-0.8721, 0.1921, -0.8947], [1.7845, -0.7121, -0.4680], [2.1457, 0.4507, 0.9733], [2.5488, 0.9695, -0.8876], [-2.5721, 1.6105, -0.0567], [-1.2380, -1.2879, 0.7621], [-2.5232, -1.1104, -0.5711]],
  "atomic_forces_ev_per_a": [[-3.330, -0.449, 0.407], [6.069, -0.201, -0.110], [-0.619, 1.162, -0.179], [0.628, -1.712, -0.448], [1.128, 0.814, -0.496], [-1.620, 0.758, 2.032], [1.144, 0.747, 0.297], [0.094, -0.024, -1.912], [-0.812, -0.534, 0.952], [-0.881, 0.327, 0.162], [-0.386, 0.273, -0.085], [-1.414, -1.161, -0.620]],
  "lowdin_charge": [0.1637, -0.0068, 0.1319, -0.0311, 0.0593, -0.0012, 0.0909, 0.1147, 0.1020, 0.1484, 0.1312, 0.0969],
  "fmax_ev_per_a": 6.07,
  "smiles": "C[N+]1=C2[C@@H]3C[C@]231",
  "total_charge": 1,
  "relative_energy_ev": 7.632,
  "homo_energy_ev": [-15.37, -15.37]
}

***

Entry 6:
{
  "formula": "C5H6N2",
  "method": "the ωB97M-V functional and the def2-TZVPD basis",
  "symbols": ["C", "C", "C", "C", "N", "N", "C", "H", "H", "H", "H", "H", "H"],
  "coordinates": [[2.2509, -0.4197, -0.1551], [1.3180, 0.5312, -0.0653], [0.0193, 0.1569, 0.2844], [-0.5730, -1.0287, 0.3447], [-1.9635, -1.0016, -0.0849], [-2.2365, 0.1875, -0.1791], [-1.0647, 0.9570, 0.1402], [2.1751, -1.5088, -0.0543], [3.1919, -0.0824, -0.1407], [1.3689, 1.5983, 0.1311], [-0.0489, -2.0144, -0.0488], [-3.2176, 0.5698, -0.2523], [-1.2201, 2.0548, 0.0799]],
  "atomic_forces_ev_per_a": [[-1.756, 0.090, 0.279], [1.132, -0.806, 2.079], [-2.871, 1.613, -0.489], [-2.849, -7.415, -3.935], [3.777, -5.945, 1.977], [1.219, 6.871, 1.487], [-4.094, 3.632, -1.523], [-0.707, 0.631, -0.227], [3.740, 1.004, -0.486], [1.420, 0.066, -0.843], [-1.215, 1.866, 1.641], [1.633, -0.766, 0.012], [0.571, -0.842, 0.027]],
  "lowdin_charge": [0.0473, -0.1220, -0.3633, -0.0935, 0.0026, -0.0651, -0.0513, 0.0770, 0.0073, 0.1194, 0.1396, 0.1827, 0.1193],
  "fmax_ev_per_a": 8.86,
  "smiles": "C=Cc1cn[nH]c1",
  "relative_energy_ev": 3.801,
  "homo_energy_ev": -8.58
}

***

Entry 7:
{
  "formula": "C5H6N2",
  "method": "the ωB97M-V functional and the def2-TZVPD basis",
  "symbols": ["N", "C", "C", "C", "C", "C", "N", "H", "H", "H", "H", "H", "H"],
  "coordinates": [[2.5029, 0.7100, 1.5986], [1.8339, 0.6218, 0.6579], [0.9587, 0.5140, -0.5510], [0.3324, -0.8383, -0.6849], [-0.9740, -0.9724, -0.1490], [-1.0012, 0.7423, 0.4998], [-0.2864, 1.2216, -0.5472], [1.5714, 0.7843, -1.4186], [0.8792, -1.6847, -1.1032], [-1.8374, -0.6928, -0.7476], [-1.1732, -1.9494, 0.3166], [-2.0305, 1.0996, 0.5578], [-0.5276, 0.6334, 1.4876]],
  "atomic_forces_ev_per_a": [[-0.667, -0.114, -0.911], [0.526, 0.139, 0.851], [0.121, -0.167, -0.224], [0.143, -0.264, -0.131], [-0.064, 0.012, -0.040], [-0.246, 0.001, 0.166], [0.010, 0.218, 0.181], [-0.065, -0.036, 0.121], [-0.049, 0.144, 0.104], [0.101, -0.038, 0.024], [0.043, 0.208, 0.036], [0.178, -0.096, -0.003], [-0.031, -0.009, -0.172]],
  "lowdin_charge": [0.1492, -0.1644, -0.3974, -0.0074, -0.0803, -0.1736, 0.0152, 0.1429, 0.1151, 0.1010, 0.0970, 0.0988, 0.1038],
  "fmax_ev_per_a": 1.14,
  "relative_energy_ev": 4.575,
  "homo_energy_ev": [-9.28, -8.88]
}

***

Entry 8:
{
  "formula": "C5H6N2",
  "method": "the ωB97M-V functional and the def2-TZVPD basis",
  "symbols": ["C", "N", "C", "C", "C", "N", "C", "H", "H", "H", "H", "H", "H"],
  "coordinates": [[-0.2772, -2.0556, -0.5088], [0.5411, -0.8632, -0.6504], [0.2408, 1.2258, 0.5964], [0.5199, 1.8997, -0.5379], [-0.2904, 1.0153, 1.7686], [0.2750, -0.0852, -1.5897], [0.5074, 1.1446, -1.7421], [0.9003, 2.9124, -0.5238], [-0.1052, -2.4596, 0.4937], [-1.3385, -1.8388, -0.6540], [0.0311, -2.8151, -1.2375], [0.2153, 0.4300, 2.5256], [-1.2199, 1.4897, 2.0601]],
  "atomic_forces_ev_per_a": [[-0.223, -0.058, -0.048], [1.031, -0.782, -0.630], [-0.644, 1.778, -0.026], [-0.646, -0.790, 1.013], [0.619, -0.275, 0.101], [-0.952, 1.172, 1.418], [0.932, -0.986, -1.582], [0.052, -0.089, 0.107], [-0.026, 0.135, -0.218], [-0.020, -0.039, -0.001], [-0.005, 0.139, 0.132], [-0.038, -0.182, -0.060], [-0.079, -0.022, -0.205]],
  "lowdin_charge": [-0.1054, -0.0399, -0.0871, -0.1262, 0.0304, -0.0307, -0.0980, 0.0924, 0.0728, 0.0748, 0.0785, 0.0652, 0.0733],
  "fmax_ev_per_a": 2.08,
  "relative_energy_ev": 6.084,
  "homo_energy_ev": [-8.24, -8.23]
}